DFT (ωB97M-V with the def2-TZVPD basis set) results for C6H13N in the gas phase.

Bonds (Å) are listed after each position.
Cartesian coordinates (Å):
1 C -2.664 0.414 1.095  C2 1.525, H8 1.094, H9 1.093, H10 1.097
2 C -1.497 -0.141 0.286  C1 1.525, C3 1.545, H11 1.090, H12 1.085
3 C -0.144 0.241 0.928  C2 1.545, C4 1.516, H13 1.102, H14 1.111
4 C 1.053 0.147 0.002  C3 1.516, C5 1.577, C6 1.342
5 C 1.304 1.297 -1.048  C4 1.577, H15 1.080, H16 1.079, H17 1.091
6 C 1.563 -1.081 -0.181  C4 1.342, N7 1.387, H18 1.086
7 N 1.944 -1.681 -1.373  C6 1.387, H19 1.011, H20 1.006
8 H -2.398 0.359 2.155  C1 1.094
9 H -2.892 1.462 0.880  C1 1.093
10 H -3.578 -0.170 0.936  C1 1.097
11 H -1.434 0.292 -0.712  C2 1.090
12 H -1.439 -1.224 0.295  C2 1.085
13 H -0.171 1.223 1.426  C3 1.102
14 H -0.011 -0.453 1.785  C3 1.111
15 H 0.708 1.138 -1.935  C5 1.080
16 H 2.379 1.222 -1.103  C5 1.079
17 H 1.127 2.226 -0.503  C5 1.091
18 H 1.786 -1.724 0.666  C6 1.086
19 H 1.739 -1.122 -2.190  N7 1.011
20 H 2.622 -2.424 -1.406  N7 1.006

Values from the calculation:
**Structure (SMILES)**: CCC/C(C)=C/N
**Multiplicity**: 1
**ΔE to the lowest compared entry with this formula, charge and spin**: 125.0 kJ/mol
**HOMO-LUMO gap**: 8.4 eV

***

DFT (ωB97M-V with the def2-TZVPD basis set) results for 8 unconnected molecules or ions with the total composition C34H47BrO24P2S.

Bonds (Å) are listed after each position.
Cartesian coordinates (Å):
1 O 4.794 -3.289 6.421  C2 1.354
2 C 3.726 -2.744 5.794  O1 1.354, C3 1.672, C13 1.672
3 C 2.147 -3.082 6.227  C2 1.672, C4 1.488, H14 1.177
4 C 1.140 -3.154 5.134  C3 1.488, P5 1.912, C7 1.673
5 P -0.737 -3.466 5.329  C4 1.912, S6 1.985, H15 1.468, H16 1.440
6 S -1.490 -1.769 6.031  P5 1.985
7 C 1.693 -2.900 3.576  C4 1.673, O8 1.341, C9 1.673
8 O 1.201 -3.571 2.525  C7 1.341
9 C 2.861 -1.709 3.458  C7 1.673, P10 1.909, C13 1.488
10 P 2.729 -0.557 1.941  C9 1.909, O11 1.776, Br12 2.293
11 O 1.170 0.266 2.161  P10 1.776, H17 1.010
12 Br 2.457 -1.733 -0.009  P10 2.293
13 C 3.867 -1.633 4.552  C2 1.672, C9 1.488, H18 1.176
14 H 1.805 -3.231 7.344  C3 1.177
15 H -1.336 -3.629 3.998  P5 1.468
16 H -1.083 -4.563 6.196  P5 1.440
17 H 1.186 0.606 3.112  O11 1.010
18 H 4.691 -0.793 4.539  C13 1.176
19 C -1.140 -1.888 -1.156  C20 1.515, H26 1.095, H27 1.094, H28 1.095
20 C -1.621 -1.858 -2.592  C19 1.515, C21 1.499, O25 1.418, H29 1.097
21 C -1.186 -0.643 -3.354  C20 1.499, O22 1.417, H30 1.093, H31 1.096
22 O -2.186 -0.541 -4.353  C21 1.417, C23 1.368
23 C -3.315 -1.106 -3.826  O22 1.368, O24 1.218, O25 1.369
24 O -4.422 -1.037 -4.329  C23 1.218
25 O -3.034 -1.756 -2.654  C20 1.418, C23 1.369
26 H -1.679 -2.654 -0.587  C19 1.095
27 H -0.068 -2.100 -1.106  C19 1.094
28 H -1.328 -0.934 -0.652  C19 1.095
29 H -1.331 -2.784 -3.104  C20 1.097
30 H -0.197 -0.762 -3.806  C21 1.093
31 H -1.200 0.276 -2.758  C21 1.096
32 C 3.474 5.190 3.050  C33 1.515, H39 1.095, H40 1.094, H41 1.095
33 C 3.081 4.089 4.013  C32 1.515, C34 1.499, O38 1.418, H42 1.097
34 C 4.009 3.942 5.181  C33 1.499, O35 1.417, H43 1.093, H44 1.096
35 O 3.820 2.585 5.544  C34 1.417, C36 1.368
36 C 3.451 1.928 4.403  O35 1.368, O37 1.218, O38 1.369
37 O 3.379 0.718 4.294  C36 1.218
38 O 3.175 2.816 3.397  C33 1.418, C36 1.369
39 H 2.919 5.096 2.111  C32 1.095
40 H 3.275 6.176 3.480  C32 1.094
41 H 4.537 5.134 2.793  C32 1.095
42 H 2.041 4.227 4.336  C33 1.097
43 H 3.750 4.605 6.011  C34 1.093
44 H 5.064 4.085 4.923  C34 1.096
45 C -6.040 -3.443 -4.749  C46 1.515, H52 1.095, H53 1.094, H54 1.095
46 C -6.433 -4.545 -3.786  C45 1.515, C47 1.499, O51 1.418, H55 1.097
47 C -5.505 -4.692 -2.618  C46 1.499, O48 1.417, H56 1.093, H57 1.096
48 O -5.694 -6.049 -2.255  C47 1.417, C49 1.368
49 C -6.063 -6.705 -3.397  O48 1.368, O50 1.218, O51 1.369
50 O -6.135 -7.916 -3.506  C49 1.218
51 O -6.339 -5.818 -4.403  C46 1.418, C49 1.369
52 H -6.595 -3.538 -5.688  C45 1.095
53 H -6.239 -2.457 -4.319  C45 1.094
54 H -4.977 -3.500 -5.007  C45 1.095
55 H -7.473 -4.407 -3.463  C46 1.097
56 H -5.764 -4.029 -1.789  C47 1.093
57 H -4.450 -4.549 -2.876  C47 1.096
58 C 0.472 3.246 -8.074  C59 1.515, H65 1.095, H66 1.094, H67 1.095
59 C -0.004 2.616 -6.781  C58 1.515, C60 1.499, O64 1.418, H68 1.097
60 C -0.594 3.593 -5.809  C59 1.499, O61 1.417, H69 1.093, H70 1.096
61 O -0.388 2.942 -4.567  C60 1.417, C62 1.368
62 C 0.716 2.150 -4.726  O61 1.368, O63 1.218, O64 1.369
63 O 1.295 1.581 -3.818  C62 1.218
64 O 1.084 2.084 -6.043  C59 1.418, C62 1.369
65 H 1.103 2.547 -8.632  C58 1.095
66 H -0.375 3.536 -8.702  C58 1.094
67 H 1.082 4.136 -7.883  C58 1.095
68 H -0.694 1.792 -6.997  C59 1.097
69 H -1.659 3.768 -5.983  C60 1.093
70 H -0.071 4.555 -5.783  C60 1.096
71 C -5.337 5.579 -7.247  C72 1.515, H78 1.095, H79 1.094, H80 1.095
72 C -4.565 5.843 -8.524  C71 1.515, C73 1.499, O77 1.418, H81 1.097
73 C -4.964 4.961 -9.669  C72 1.499, O74 1.417, H82 1.093, H83 1.096
74 O -3.792 4.952 -10.464  C73 1.417, C75 1.368
75 C -2.745 5.159 -9.608  O74 1.368, O76 1.218, O77 1.369
76 O -1.571 5.036 -9.909  C75 1.218
77 O -3.194 5.521 -8.366  C72 1.418, C75 1.369
78 H -4.849 6.067 -6.397  C71 1.095
79 H -6.363 5.951 -7.326  C71 1.094
80 H -5.373 4.509 -7.017  C71 1.095
81 H -4.630 6.905 -8.790  C72 1.097
82 H -5.812 5.360 -10.232  C73 1.093
83 H -5.185 3.929 -9.371  C73 1.096
84 C 1.412 2.449 9.570  C85 1.515, H91 1.095, H92 1.094, H93 1.095
85 C 2.346 3.622 9.790  C84 1.515, C86 1.499, O90 1.418, H94 1.097
86 C 1.714 4.777 10.507  C85 1.499, O87 1.417, H95 1.093, H96 1.096
87 O 2.499 5.871 10.064  C86 1.417, C88 1.368
88 C 2.971 5.529 8.827  O87 1.368, O89 1.218, O90 1.369
89 O 3.534 6.296 8.066  C88 1.218
90 O 2.724 4.210 8.556  C85 1.418, C88 1.369
91 H 1.839 1.750 8.843  C84 1.095
92 H 1.227 1.916 10.507  C84 1.094
93 H 0.450 2.777 9.162  C84 1.095
94 H 3.260 3.285 10.293  C85 1.097
95 H 1.766 4.677 11.594  C86 1.093
96 H 0.674 4.959 10.212  C86 1.096
97 C 3.381 -5.615 2.277  C98 1.515, H104 1.095, H105 1.094, H106 1.095
98 C 3.619 -6.939 1.579  C97 1.515, C99 1.499, O103 1.418, H107 1.097
99 C 4.652 -7.800 2.242  C98 1.499, O100 1.417, H108 1.093, H109 1.096
100 O 5.112 -8.599 1.165  C99 1.417, C101 1.368
101 C 4.928 -7.858 0.030  O100 1.368, O102 1.218, O103 1.369
102 O 5.372 -8.150 -1.065  C101 1.218
103 O 4.179 -6.742 0.291  C98 1.418, C101 1.369
104 H 2.814 -4.937 1.632  C97 1.095
105 H 2.830 -5.759 3.211  C97 1.094
106 H 4.326 -5.111 2.508  C97 1.095
107 H 2.669 -7.472 1.452  C98 1.097
108 H 4.233 -8.423 3.036  C99 1.093
109 H 5.504 -7.235 2.639  C99 1.096

Values from the calculation:
**Structure (SMILES)**: O=C1C=C([PH2]=S)C(=O)C(P(O)Br)=C1.C[C@@H]1COC(=O)O1.C[C@@H]1COC(=O)O1.C[C@@H]1COC(=O)O1.C[C@@H]1COC(=O)O1.C[C@@H]1COC(=O)O1.C[C@@H]1COC(=O)O1.C[C@@H]1COC(=O)O1
**Multiplicity**: 1
**HOMO-LUMO gap**: 6.6 eV

***

DFT (ωB97M-V with the def2-TZVPD basis set) results for a gas-phase ion, C4H13N2S (charge +1).

Bonds (Å) are listed after each position.
Cartesian coordinates (Å):
1 C -1.879 1.448 -0.912  N2 1.465, H8 1.101, H9 1.098, H10 1.086
2 N -1.583 0.036 -1.164  C1 1.465, C3 1.441, H11 1.010
3 C -0.283 -0.579 -1.063  N2 1.441, C4 1.532, H12 1.098, H13 1.119
4 C 0.479 -0.048 0.155  C3 1.532, N5 1.484, C6 1.552, H14 1.094
5 N 1.899 -0.458 0.022  C4 1.484, H15 1.026, H16 1.023, H17 1.033
6 C -0.111 -0.458 1.531  C4 1.552, S7 1.848, H18 1.089, H19 1.096
7 S 1.183 -0.042 2.784  C6 1.848, H20 1.393
8 H -1.293 1.769 -0.036  C1 1.101
9 H -1.532 2.103 -1.721  C1 1.098
10 H -2.893 1.659 -0.584  C1 1.086
11 H -2.181 -0.328 -1.891  N2 1.010
12 H -0.546 -1.641 -0.965  C3 1.098
13 H 0.370 -0.460 -1.963  C3 1.119
14 H 0.485 1.041 0.055  C4 1.094
15 H 2.247 -0.385 -0.941  N5 1.026
16 H 2.623 0.116 0.463  N5 1.023
17 H 1.996 -1.483 0.100  N5 1.033
18 H -0.198 -1.543 1.492  C6 1.089
19 H -1.112 -0.016 1.465  C6 1.096
20 H 2.330 -0.731 3.172  S7 1.393

Values from the calculation:
**Structure (SMILES)**: CNC[C@H]([NH3+])CS
**Net charge**: +1
**Multiplicity**: 1
**ΔE to the lowest compared entry with this formula, charge and spin**: 285.0 kJ/mol
**HOMO-LUMO gap**: 8.9 eV

***

Number 1: E_LUMO 1.043 eV, E_HOMO -7.384 eV, calculated total energy -7921.537 eV. Number 2: E_LUMO -2.177 eV, E_HOMO -8.775 eV, calculated total energy -184610.779 eV. Number 3: E_LUMO -3.647 eV, E_HOMO -12.502 eV, calculated total energy -18165.539 eV.